No. 1
C36H37HgNP2S as an isolated structure, computed with ωB97M-V with the def2-TZVPD basis set.

Results
relative energy (zero: lowest compared OMol25 entry of this formula, charge and spin): 245.0 kJ/mol
DFT total energy: -2682.84351 Eh
net charge: 0
highest occupied orbital energy (spin up / spin down): -6.729 / -6.734 eV
maximum force: 4.365 eV/A
HOMO-LUMO gap (spin up / spin down): 3.22 / 3.23 eV

Each line ends with the Löwdin charge.
Geometry (Å):
1 Hg 0.07426 5.24282 -0.12633  1.122
2 C 2.01946 6.44423 2.83567  -0.120
3 C 2.15582 5.24967 2.24264  -0.199
4 C 1.99539 3.95148 2.95988  -0.209
5 C 0.64217 3.17630 2.91464  -0.206
6 C -0.57987 3.99684 3.14247  -0.167
7 C -0.61907 5.15344 3.81465  -0.108
8 C 0.43885 5.67471 4.74712  -0.191
9 C 1.45106 6.68652 4.19048  -0.196
10 C -1.97185 5.87698 0.33940  -0.227
11 H 2.43837 7.35028 2.37338  0.113
12 H 2.61567 5.17821 1.24898  0.069
13 H 2.29462 4.08705 4.02580  0.115
14 H 2.72771 3.28121 2.46181  0.110
15 H 0.54426 2.64485 1.95060  0.080
16 H 0.72106 2.40454 3.70210  0.121
17 H -1.47982 3.62961 2.64119  0.094
18 H -1.54701 5.73909 3.82697  0.108
19 H 0.97608 4.85915 5.26280  0.109
20 H -0.10420 6.24485 5.52111  0.120
21 H 1.01284 7.71144 4.14223  0.092
22 H 2.28651 6.67481 4.92167  0.132
23 H -2.03729 6.97130 0.15850  -0.028
24 H -2.30512 5.66690 1.38220  0.003
25 H -2.56414 5.32472 -0.40284  -0.024
26 P 1.09982 -2.64672 -2.95820  1.011
27 P -2.16188 -3.26593 -1.57828  1.003
28 C 0.66470 -3.67440 -1.52685  -0.334
29 C -0.55512 -3.80076 -0.93705  -0.352
30 C 2.47132 -3.59478 -3.75396  -0.405
31 C 3.30082 -4.48264 -3.04270  -0.104
32 C 4.32817 -5.16799 -3.70482  -0.086
33 C 4.54710 -4.96959 -5.07263  -0.088
34 C 3.72893 -4.07969 -5.78713  -0.088
35 C 2.69019 -3.40127 -5.13951  -0.107
36 C 2.03115 -1.27538 -2.12674  -0.363
37 C 1.25750 -0.40993 -1.32148  -0.108
38 C 1.87799 0.63377 -0.62758  -0.099
39 C 3.26453 0.82339 -0.72050  -0.099
40 C 4.02553 -0.03900 -1.51496  -0.089
41 C 3.41966 -1.08010 -2.22720  -0.081
42 C -3.06092 -4.90511 -1.56838  -0.362
43 C -2.63031 -5.85122 -2.52689  -0.112
44 C -3.21653 -7.12013 -2.57914  -0.091
45 C -4.24026 -7.46521 -1.68433  -0.094
46 C -4.66697 -6.53153 -0.73397  -0.091
47 C -4.09302 -5.25429 -0.67782  -0.087
48 C -2.92506 -2.44373 -0.11988  -0.415
49 C -3.92545 -1.47711 -0.37231  -0.111
50 C -4.54980 -0.82757 0.69720  -0.091
51 C -4.18006 -1.12332 2.01904  -0.092
52 C -3.19215 -2.08131 2.26537  -0.088
53 C -2.55899 -2.74241 1.20489  -0.100
54 H 1.51337 -4.20631 -1.07741  0.055
55 H -0.62845 -4.39199 -0.01156  0.067
56 H 3.16561 -4.63315 -1.96873  0.090
57 H 4.96617 -5.85543 -3.13259  0.107
58 H 5.35726 -5.50634 -5.58475  0.106
59 H 3.90412 -3.91255 -6.85648  0.105
60 H 2.05114 -2.70836 -5.69634  0.099
61 H 0.18063 -0.57754 -1.22878  0.095
62 H 1.27523 1.30038 -0.00560  0.078
63 H 3.74650 1.63966 -0.16466  0.099
64 H 5.11160 0.09330 -1.57946  0.106
65 H 4.03178 -1.75719 -2.83567  0.102
66 H -1.81796 -5.59382 -3.21223  0.099
67 H -2.86864 -7.84690 -3.31918  0.103
68 H -4.69494 -8.46394 -1.72688  0.104
69 H -5.45471 -6.80196 -0.01955  0.105
70 H -4.43054 -4.54283 0.08519  0.099
71 H -4.21529 -1.25540 -1.40461  0.099
72 H -5.33128 -0.08744 0.49865  0.103
73 H -4.66764 -0.60367 2.85515  0.105
74 H -2.90763 -2.33084 3.29631  0.106
75 H -1.79804 -3.49960 1.41202  0.093
76 S -0.52756 8.89501 1.93865  0.377
77 C -0.13370 10.33030 2.54849  -1.073
78 N 0.23632 11.34954 3.02867  -0.020

No. 2
C11H15N3O4SZn as an isolated structure, computed with ωB97M-V with the def2-TZVPD basis set.

Results
DFT total energy: -3071.02875 Eh
net charge: 0
highest occupied orbital energy: -7.553 eV
maximum force: 1.178 eV/A
HOMO-LUMO gap: 7.87 eV

Each line ends with the natural charge from an NBO analysis.
Geometry (Å):
1 Zn 1.20549 -0.82235 0.22517  1.430
2 N 1.53179 -4.67735 -0.95193  -0.797
3 C 1.66329 -3.52405 -0.27773  0.700
4 O 0.68239 -2.96545 0.19317  -0.724
5 C 3.06299 -2.98645 -0.08403  -0.519
6 C 3.12359 -1.45565 -0.11503  -1.012
7 H 0.59949 -5.02095 -1.12803  0.408
8 H 2.31409 -5.15645 -1.36263  0.402
9 H 3.72849 -3.43585 -0.82423  0.202
10 H 3.36479 -3.33955 0.90697  0.236
11 H 3.55699 -1.12475 -1.05653  0.208
12 H 3.77639 -1.09585 0.67697  0.213
13 N -1.12051 -1.58195 2.47137  -0.823
14 C 0.06279 -1.26175 3.00677  0.799
15 N 0.21469 -1.50785 4.33267  -0.828
16 O 0.98279 -0.74065 2.37147  -0.772
17 H -1.83681 -2.04495 3.00157  0.391
18 H -1.25351 -1.45605 1.47417  0.437
19 H -0.48621 -1.98015 4.87517  0.393
20 H 1.09559 -1.28045 4.75627  0.412
21 O -1.47981 6.15665 -2.18923  -0.673
22 C -2.43251 5.19785 -2.15183  0.777
23 O -3.55141 5.46555 -2.50893  -0.574
24 C -2.02901 3.85335 -1.68413  -0.236
25 C -0.77111 3.52675 -1.17173  -0.179
26 C -0.45941 2.22735 -0.83153  -0.195
27 C -1.39461 1.20395 -0.98193  -0.149
28 S -1.05621 -0.45995 -0.62693  -0.474
29 C -2.66901 1.53375 -1.45703  -0.245
30 C -2.97451 2.82745 -1.79543  -0.128
31 H -0.61791 5.83465 -1.89623  0.481
32 H -0.00781 4.28065 -1.01453  0.188
33 H 0.52449 1.98355 -0.44563  0.197
34 H -3.39411 0.74555 -1.57643  0.220
35 H -3.95561 3.08145 -2.16023  0.237

No. 3
C13H15N4S6SbSiTc as an isolated structure, computed with ωB97M-V with the def2-TZVPD basis set.

Results
relative energy (zero: lowest compared OMol25 entry of this formula, charge and spin): 112.3 kJ/mol
DFT total energy: -3722.84259 Eh
net charge: +1
highest occupied orbital energy: -11.739 eV
maximum force: 2.900 eV/A
HOMO-LUMO gap: 5.86 eV

Each line ends with the natural charge from an NBO analysis.
Geometry (Å):
1 Tc -1.40592 0.49778 1.05661  0.370
2 S -2.86528 0.40343 -0.57383  0.283
3 C -3.38557 -1.25107 -0.19179  -0.248
4 S -2.45995 -1.74476 1.15712  0.131
5 C -4.24754 -2.05862 -0.90755  -0.309
6 C -4.20783 -3.39742 -0.40112  0.249
7 N -4.12561 -4.49581 -0.04653  -0.237
8 C -4.97279 -1.49401 -2.02868  0.260
9 N -5.50144 -0.81015 -2.80030  -0.243
10 C 1.09480 1.44629 -3.60641  -0.652
11 C 0.74761 0.27246 -2.75540  0.272
12 C 0.83865 -1.06012 -3.13654  -0.244
13 C 0.79545 -2.06251 -2.22730  -0.124
14 C 0.58330 -1.74399 -0.87133  -0.260
15 C 0.42833 -0.41169 -0.57981  0.280
16 N 0.49703 0.56373 -1.42740  -0.477
17 N 0.31816 0.00064 0.81575  -0.662
18 Si 1.92279 0.06968 1.79026  1.783
19 C 1.72909 1.45958 2.98397  -1.165
20 C 2.32130 -1.54425 2.54630  -1.160
21 C 3.11192 0.56931 0.39179  -1.101
22 H 0.94231 2.29527 -3.00197  0.238
23 H 0.59834 1.47719 -4.56615  0.245
24 H 2.19709 1.36051 -3.79140  0.242
25 H 0.95687 -1.24957 -4.17157  0.236
26 H 0.80495 -3.13103 -2.50258  0.246
27 H 0.56479 -2.50626 -0.13466  0.242
28 H 0.92205 1.23985 3.67874  0.250
29 H 1.45382 2.47499 2.63244  0.259
30 H 2.65377 1.52940 3.55920  0.269
31 H 2.00015 -2.39366 1.98642  0.262
32 H 2.05487 -1.74587 3.56589  0.270
33 H 3.39001 -1.62553 2.50927  0.269
34 H 2.52136 1.24409 -0.19008  0.252
35 H 3.42039 -0.27697 -0.21370  0.251
36 H 3.96122 0.98692 0.95692  0.257
37 S -1.98263 2.95921 3.94047  -0.198
38 Sb -2.08517 4.12022 1.85397  1.344
39 S -1.97935 0.91196 3.11810  0.101
40 S -1.30963 2.87117 0.17882  -0.396
41 S -2.30172 6.24963 1.40409  -0.385

No. 4
A 4-piece molecular cluster, C27H24F24IN2O4P overall, computed with ωB97M-V with the def2-TZVPD basis set.

Results
DFT total energy: -4489.58276 Eh
structure (SMILES): CP(C)c1ccc2nccnc2c1CC(=O)I.FC(F)C(F)(F)COC(F)(F)C(F)F.FC(F)C(F)(F)COC(F)(F)C(F)F.FC(F)C(F)(F)COC(F)(F)C(F)F
net charge: 0
highest occupied orbital energy: -8.411 eV
maximum force: 1.625 eV/A
HOMO-LUMO gap: 7.68 eV

Each line ends with the Löwdin charge.
Geometry (Å):
1 C -0.81918 3.25973 1.16694  -0.270
2 P -1.92964 1.77984 1.10052  0.934
3 C -3.55422 2.50069 0.63539  -0.291
4 C -1.40942 0.73684 -0.33105  -0.298
5 C -1.82389 1.14990 -1.63069  -0.066
6 C -1.53437 0.38530 -2.73231  0.000
7 C -0.81764 -0.82350 -2.61179  -0.208
8 N -0.54879 -1.55143 -3.73423  0.141
9 C 0.10050 -2.66043 -3.51767  -0.106
10 C 0.49942 -3.09142 -2.23661  -0.092
11 N 0.27305 -2.40081 -1.15660  0.138
12 C -0.40188 -1.23281 -1.33513  -0.159
13 C -0.69369 -0.44189 -0.18452  -0.152
14 C -0.24742 -0.94260 1.16860  -0.179
15 C 1.21802 -1.30477 1.23127  -0.821
16 O 2.11919 -0.60287 0.99017  0.035
17 I 1.65008 -3.34094 1.92345  0.781
18 H -0.30497 3.30359 2.11308  -0.001
19 H -0.07675 3.18602 0.37469  0.042
20 H -1.38602 4.16898 0.99308  0.027
21 H -3.58374 2.84352 -0.39256  0.001
22 H -4.31035 1.72755 0.72608  0.036
23 H -3.79106 3.32217 1.29934  0.040
24 H -2.37647 2.06240 -1.74580  0.057
25 H -1.83515 0.70260 -3.71990  0.108
26 H 0.34188 -3.28031 -4.36990  0.108
27 H 1.02085 -4.03420 -2.14712  0.102
28 H -0.43580 -0.19688 1.93571  0.069
29 H -0.82589 -1.82334 1.43150  0.095
30 F 3.28002 -9.41341 0.62843  0.098
31 C 2.71619 -8.49706 1.43984  -0.304
32 F 2.16176 -9.15308 2.48586  0.098
33 C 1.62245 -7.71167 0.71439  -0.445
34 F 0.61645 -8.53734 0.35611  0.137
35 F 1.12359 -6.83491 1.62826  0.061
36 C 2.04318 -6.85048 -0.48913  -0.051
37 O 1.81583 -7.37923 -1.78549  0.043
38 C 2.74988 -8.15940 -2.42020  -0.546
39 F 3.90920 -8.21900 -1.74316  0.155
40 F 3.01481 -7.57515 -3.61103  0.142
41 C 2.19759 -9.55431 -2.72198  -0.288
42 F 1.86908 -10.18673 -1.57971  0.104
43 F 3.15100 -10.27791 -3.35020  0.101
44 H 3.48928 -7.82355 1.82037  0.174
45 H 1.38737 -5.98204 -0.44258  0.117
46 H 3.05706 -6.46569 -0.37874  0.147
47 H 1.31417 -9.48272 -3.35941  0.176
48 F 3.33242 3.41223 6.41198  0.097
49 C 2.81385 2.76405 7.47347  -0.307
50 F 3.75628 2.73609 8.44441  0.098
51 C 2.43094 1.32687 7.11509  -0.443
52 F 3.53266 0.62708 6.77476  0.138
53 F 1.94346 0.78233 8.26674  0.103
54 C 1.33786 1.12658 6.05158  -0.039
55 O 1.76047 0.81323 4.73682  0.048
56 C 2.04686 1.79030 3.81595  -0.534
57 F 1.72980 3.01976 4.26874  0.148
58 F 1.26940 1.55481 2.73717  0.123
59 C 3.49776 1.70900 3.33962  -0.280
60 F 4.34091 1.89454 4.37457  0.104
61 F 3.71338 2.69076 2.43419  0.102
62 H 1.94581 3.31499 7.84643  0.173
63 H 0.80112 0.23480 6.37108  0.149
64 H 0.60837 1.93660 6.06227  0.147
65 H 3.69099 0.73729 2.88183  0.170
66 F -3.48109 4.59317 -5.17790  0.106
67 C -2.94849 4.07913 -4.05593  -0.302
68 F -3.60782 2.92804 -3.77024  0.090
69 C -3.10484 5.03781 -2.87406  -0.431
70 F -4.40956 5.22141 -2.59218  0.142
71 F -2.54976 4.39000 -1.80265  0.075
72 C -2.39345 6.39896 -2.96417  -0.040
73 O -3.17888 7.51766 -3.32917  0.050
74 C -3.35945 7.87327 -4.64438  -0.544
75 F -2.60062 7.13932 -5.47720  0.153
76 F -2.95956 9.15678 -4.76936  0.148
77 C -4.83837 7.82627 -5.03481  -0.286
78 F -5.32142 6.57641 -4.89308  0.102
79 F -4.96175 8.18554 -6.33114  0.103
80 H -1.89399 3.84283 -4.22732  0.176
81 H -2.08696 6.61863 -1.94248  0.149
82 H -1.47415 6.33825 -3.54688  0.149
83 H -5.41774 8.50799 -4.40929  0.176

No. 5
A 2-piece molecular cluster, C7H10O2 overall, computed with ωB97M-V with the def2-TZVPD basis set.

Results
relative energy (zero: lowest compared OMol25 entry of this formula, charge and spin): 19.4 kJ/mol
DFT total energy: -423.19253 Eh
structure (SMILES): Cc1ccc(O)cc1.O
net charge: 0
highest occupied orbital energy: -8.401 eV
maximum force: 2.219 eV/A
HOMO-LUMO gap: 9.22 eV

Each line ends with the natural charge from an NBO analysis.
Geometry (Å):
1 C 2.29086 -1.11016 1.88990  -0.622
2 C 1.00484 -0.73470 1.23999  -0.071
3 C 0.89301 0.54260 0.72308  -0.175
4 C -0.25362 1.06840 0.09648  -0.266
5 C -1.30189 0.15394 0.04390  0.293
6 O -2.52931 0.64550 -0.43387  -0.701
7 C -1.29475 -1.13697 0.61801  -0.273
8 C -0.09316 -1.59400 1.17146  -0.188
9 H 2.46308 -0.61326 2.85946  0.219
10 H 3.05690 -0.76359 1.17598  0.218
11 H 2.40477 -2.19863 2.02728  0.217
12 H 1.68683 1.27650 0.91504  0.204
13 H -0.37683 2.10671 -0.23866  0.236
14 H -3.08506 -0.04894 -0.86404  0.480
15 H -2.21230 -1.73756 0.56331  0.215
16 H -0.20087 -2.52953 1.73608  0.214
17 O -1.18310 2.25968 -4.34650  -0.939
18 H -0.31933 2.48994 -3.93525  0.470
19 H -0.95000 1.92399 -5.24162  0.469

No. 6
C21H47O15PS as an isolated structure, computed with ωB97M-V with the def2-TZVPD basis set.

Results
DFT total energy: -2696.29429 Eh
net charge: 0
highest occupied orbital energy: -8.722 eV
maximum force: 1.856 eV/A
HOMO-LUMO gap: 8.72 eV

Each line ends with the Löwdin charge.
Geometry (Å):
1 C 3.80744 1.46659 -4.29707  0.137
2 C 2.75888 1.76600 -3.83573  -0.270
3 O 1.61835 2.34951 -3.53929  -0.047
4 P 1.55940 3.00594 -2.04722  0.381
5 O 0.52662 3.99097 -1.99716  -0.171
6 O 1.23153 1.79121 -1.07576  -0.055
7 O 3.02588 3.49982 -1.55125  -0.284
8 S 3.66681 4.82722 -2.30309  0.575
9 C 5.27041 4.23188 -2.80353  -0.102
10 O 3.87353 5.78500 -1.29237  -0.238
11 O 2.90186 5.24160 -3.41444  -0.236
12 H 4.76499 1.27978 -4.68590  0.041
13 H 2.04190 1.25738 -1.03897  0.096
14 H 5.96519 5.05798 -2.76425  0.077
15 H 5.57537 3.51686 -2.04504  0.074
16 H 5.21032 3.73115 -3.75738  0.050
17 C -2.16924 5.63459 -1.35349  -0.109
18 O -2.75184 5.71634 -2.63938  -0.193
19 C -2.53152 4.54431 -3.40550  -0.208
20 C -3.62721 4.35665 -4.43158  -0.180
21 O -4.85260 3.87454 -3.89241  -0.129
22 C -5.64122 4.78898 -3.14456  -0.185
23 C -6.34100 5.83381 -3.98727  -0.205
24 O -5.44211 6.85960 -4.37583  -0.199
25 C -5.81696 7.48045 -5.58315  -0.117
26 H -1.08323 5.57460 -1.42306  0.062
27 H -2.44560 6.53401 -0.80429  0.086
28 H -2.55545 4.76449 -0.80850  0.089
29 H -2.49197 3.66252 -2.75541  0.122
30 H -1.56738 4.64754 -3.91921  0.125
31 H -3.29758 3.57759 -5.12331  0.125
32 H -3.78298 5.26355 -5.01792  0.120
33 H -5.06226 5.24836 -2.34229  0.121
34 H -6.41514 4.17539 -2.67692  0.126
35 H -7.14435 6.29387 -3.39540  0.127
36 H -6.77907 5.35191 -4.86907  0.126
37 H -5.87565 6.74808 -6.39706  0.087
38 H -5.05140 8.21268 -5.83305  0.087
39 H -6.78016 7.99380 -5.47980  0.087
40 C -2.11403 -0.28521 -0.97149  -0.102
41 O -1.79638 -1.65075 -1.13305  -0.195
42 C -0.81008 -1.85371 -2.12892  -0.204
43 C -0.02195 -3.11783 -1.86560  -0.182
44 O 0.93739 -2.99394 -0.82359  -0.131
45 C 0.44879 -2.95928 0.51316  -0.178
46 C -0.04491 -4.29424 1.02422  -0.198
47 O -1.33625 -4.58485 0.50994  -0.198
48 C -1.58473 -5.96854 0.42218  -0.116
49 H -2.57716 0.11891 -1.87867  0.091
50 H -2.81683 -0.19623 -0.14540  0.090
51 H -1.21868 0.29685 -0.72523  0.075
52 H -0.11903 -1.00230 -2.16295  0.118
53 H -1.31726 -1.93868 -3.09990  0.130
54 H 0.56194 -3.33242 -2.76397  0.126
55 H -0.68135 -3.97051 -1.69822  0.121
56 H -0.30623 -2.18237 0.63880  0.122
57 H 1.31093 -2.67619 1.12162  0.124
58 H -0.11615 -4.25566 2.11910  0.124
59 H 0.66864 -5.07666 0.74068  0.128
60 H -0.84090 -6.45926 -0.21680  0.087
61 H -2.56717 -6.10330 -0.02657  0.088
62 H -1.58046 -6.43311 1.41516  0.087
63 C 1.55745 -3.77406 8.68284  -0.112
64 O 1.95928 -4.62983 7.63652  -0.200
65 C 0.89137 -4.96379 6.76605  -0.203
66 C 1.40440 -5.29856 5.38255  -0.181
67 O 1.78429 -4.16491 4.61376  -0.136
68 C 2.99703 -3.51415 4.97045  -0.181
69 C 4.24396 -4.28885 4.60251  -0.204
70 O 4.48145 -5.33664 5.52797  -0.200
71 C 5.19294 -6.41228 4.95882  -0.114
72 H 0.84125 -4.27328 9.34514  0.088
73 H 2.44478 -3.50953 9.25480  0.088
74 H 1.11336 -2.85386 8.28625  0.088
75 H 0.18022 -4.13280 6.69391  0.127
76 H 0.37410 -5.84005 7.18000  0.129
77 H 0.57882 -5.75186 4.82844  0.124
78 H 2.20728 -6.03586 5.42334  0.121
79 H 3.00043 -3.23158 6.02365  0.121
80 H 3.00132 -2.58998 4.38759  0.126
81 H 5.10839 -3.61139 4.62782  0.128
82 H 4.13427 -4.68893 3.58778  0.126
83 H 4.65194 -6.82738 4.10041  0.088
84 H 5.28550 -7.18843 5.71605  0.088
85 H 6.19550 -6.09927 4.64579  0.088